*A*
Entry from OMol25: 2 unconnected molecules or ions with the total composition HO5S2 (wB97M-V/def2-TZVPD).

Geometry (Å):
O: -0.56099 -0.50233 -0.44702
O: -1.58320 1.18643 1.40552
O: 1.95337 0.18906 0.58963
O: -2.15914 1.83571 -0.89872
O: 0.58644 -2.69579 -0.70311
S: -1.06917 1.46594 0.02740
S: 0.29315 -1.56510 0.20443
H: 2.53954 0.08609 -0.17813

total charge = -1
orbital gap (alpha / beta) = 8.2562 / 8.2613 eV


*B*
Entry from OMol25: a gas-phase ion, HO5S2 (charge -1) (wB97M-V/def2-TZVPD).

Geometry (Å):
O: 2.57964 0.12003 -1.00133
S: 1.57989 -0.83889 -0.56319
S: -0.72823 0.08218 -0.19588
O: -1.57384 -1.11052 0.18823
O: -1.55516 1.38006 0.76785
O: 0.51800 -0.87015 -1.60592
O: 0.58225 0.07013 0.69694
H: -1.40256 1.16716 1.71329

total charge = -1
orbital gap = 8.7736 eV
structure (SMILES) = O=S12=S([O-])(O)(O1)O2


*C*
Entry from OMol25: a molecular structure, HO5S2 (wB97M-V/def2-TZVPD).

Geometry (Å):
O: -0.48664 -0.96163 0.04430
O: -0.71152 1.72659 0.17021
O: 1.90856 0.60693 -0.01626
O: -2.75916 0.42995 0.30853
O: 1.48677 -2.28254 -0.55421
S: -1.51435 0.65296 -0.41149
S: 0.95016 -1.33429 0.39229
H: 1.12619 1.16202 0.06662

total charge = -1
orbital gap (alpha / beta) = 8.8143 / 8.8127 eV


Which is most stable, and by how much? *C*, by 0.183 eV.


*A*
Entry from OMol25: 2 unconnected molecules or ions with the total composition C4H11NO (wB97M-V/def2-TZVPD).

Geometry (Å):
C: -1.17629 -1.18349 -3.18566
C: -0.48530 0.08200 -3.56352
C: 0.03521 0.88179 -2.57353
H: -0.70799 -1.62567 -2.25209
H: -1.35523 -1.92619 -4.11359
H: -2.24360 -1.03046 -2.86827
H: -0.72083 0.41079 -4.58371
H: -0.23750 1.93739 -2.45898
H: 0.24309 0.37827 -1.62722
N: -0.12661 0.09146 3.01371
C: 1.12747 0.65963 3.44875
O: 2.19348 -0.25918 3.75830
H: -0.31298 0.37447 2.03140
H: -0.51211 -0.75472 3.44889
H: 0.89435 1.31088 4.27670
H: 1.35396 1.32975 2.62228
H: 2.03088 -0.67673 4.62656

2S+1 = 2
total charge = -1
orbital gap (alpha / beta) = 2.2147 / 7.1906 eV
⟨S²⟩ = 0.753


*B*
Entry from OMol25: 2 unconnected molecules or ions with the total composition C4H11NO (wB97M-V/def2-TZVPD).

Geometry (Å):
C: -1.95194 0.63299 0.11001
N: -1.12374 -0.57765 0.18717
C: -1.90869 -1.65338 0.78331
H: -2.03326 1.06904 1.10306
H: -2.95195 0.45883 -0.28249
H: -1.43785 1.36275 -0.52349
H: -1.04773 -0.89396 -0.77500
H: -1.22672 -2.37900 1.20702
H: -2.49851 -1.27405 1.61631
H: -2.57272 -2.12717 0.04967
O: 2.34436 -0.95253 -1.18166
C: 2.21246 0.03381 -0.35284
C: 3.00064 1.28822 -0.54705
H: 1.56628 -0.03858 0.53094
H: 4.10464 1.22067 -0.50050
H: 2.78563 1.71420 -1.54529
H: 2.73908 2.11583 0.12084

2S+1 = 2
total charge = -1
orbital gap (alpha / beta) = 2.7642 / 6.2198 eV
⟨S²⟩ = 0.754


Which is most stable, and by how much? *B*, by 1.396 eV.